Computed, not measured: a structure of composition C37H100CsN9O12 in a non-equilibrium geometry, with the ωB97M-V functional and the def2-TZVPD basis.

XYZ file:
```
159
Properties=species:S:1:pos:R:3:forces:R:3:mulliken_charge:R:1
Cs -0.957 0.219 0.389 0.0 -0.1 0.4 -0.569
O -4.590 0.651 -2.548 1.7 1.2 0.1 -0.541
C -3.817 0.856 -1.396 -1.2 -1.3 1.3 0.610
O -3.505 2.036 -1.114 0.5 -0.7 -0.9 -0.977
O -3.621 -0.202 -0.729 0.2 0.9 -0.4 -0.446
H -4.237 1.439 -3.006 -1.1 -0.2 -0.6 0.355
C 5.061 2.078 -0.779 0.3 -0.2 1.4 -1.899
C 4.144 1.379 -1.743 0.2 1.6 0.3 0.744
C 4.681 0.051 -2.245 0.6 0.9 0.8 -0.092
O 5.785 0.255 -3.146 -1.5 0.6 1.5 -0.407
C 5.891 -0.789 -4.022 1.5 -1.4 -2.1 -0.556
N 2.875 1.172 -1.040 -0.8 -0.4 -0.8 1.276
H 6.037 2.206 -1.166 1.1 -0.1 -0.7 0.598
H 5.161 1.469 0.125 0.0 -0.1 0.1 0.288
H 4.794 3.078 -0.431 -0.7 -0.1 -0.3 0.126
H 4.124 2.072 -2.602 -0.5 -0.3 0.0 -0.123
H 3.807 -0.412 -2.671 -0.1 -0.7 -0.8 -0.005
H 5.019 -0.540 -1.381 -0.1 -0.1 -0.2 0.538
H 6.005 -1.804 -3.582 0.1 0.6 0.3 0.190
H 6.812 -0.591 -4.657 -1.1 -0.3 0.6 0.288
H 5.021 -0.896 -4.684 0.0 0.3 -0.1 0.203
H 2.110 0.917 -1.673 0.4 -0.2 0.1 -0.620
H 2.483 1.995 -0.586 0.7 0.2 0.0 -0.557
C 1.376 2.219 2.163 -0.7 -0.6 -0.1 0.532
C 2.668 2.907 2.104 1.8 -0.4 0.2 2.028
C 2.587 4.262 1.483 0.1 0.7 0.4 -1.228
O 2.246 4.279 0.119 -0.4 -1.7 -0.1 -0.010
C 1.819 5.540 -0.278 0.2 0.5 -0.6 -0.838
N 3.153 3.074 3.500 0.6 0.0 -0.5 -0.761
H 0.834 2.539 1.290 -0.6 -0.3 -0.5 -0.508
H 0.841 2.533 3.038 -0.4 0.3 0.5 -0.059
H 1.537 1.144 2.212 -0.3 -0.1 -0.3 -0.399
H 3.332 2.284 1.493 0.3 0.0 0.1 -0.554
H 3.555 4.759 1.545 0.2 0.3 0.5 0.542
H 1.817 4.757 2.064 0.1 0.6 0.0 -0.248
H 0.861 5.814 0.198 0.4 0.2 0.1 0.210
H 1.662 5.481 -1.361 0.0 0.2 0.2 0.189
H 2.652 6.245 -0.072 -0.7 0.2 -0.1 0.390
H 3.221 2.156 3.910 -0.6 -0.5 0.3 0.307
H 4.142 3.304 3.507 0.1 0.6 -0.3 0.335
C 1.628 -2.503 -3.631 -0.1 1.2 0.7 -1.278
C 1.651 -3.471 -2.472 0.0 -2.1 -0.5 0.358
C 3.053 -3.695 -1.981 0.2 1.1 2.1 -0.149
O 3.898 -4.169 -2.960 0.5 0.1 -0.7 -0.382
C 5.135 -4.679 -2.503 -0.1 -0.6 -0.6 -0.874
N 0.792 -3.020 -1.349 0.3 0.1 -1.2 0.134
H 2.450 -2.651 -4.327 -0.1 -0.3 -0.1 0.503
H 1.772 -1.485 -3.195 -0.1 -0.4 -0.3 -0.039
H 0.664 -2.506 -4.137 0.0 0.0 -0.2 0.348
H 1.388 -4.511 -2.854 -0.4 1.1 0.2 0.137
H 3.058 -4.418 -1.150 -0.3 0.1 0.1 0.495
H 3.353 -2.701 -1.530 0.4 -0.7 -0.4 -0.145
H 5.595 -4.129 -1.699 0.2 0.9 0.1 0.345
H 5.763 -4.711 -3.403 0.1 0.0 0.5 0.294
H 5.052 -5.687 -2.075 -0.3 -0.1 -0.3 0.333
H 0.558 -3.813 -0.767 -0.2 -0.1 0.0 0.318
H -0.064 -2.689 -1.811 -0.2 0.0 0.5 -0.447
C -0.486 0.795 6.085 0.4 0.8 -0.3 -1.922
C -0.986 0.244 4.788 -2.8 1.5 -0.2 1.875
C -0.696 -1.160 4.559 1.8 -0.6 -0.8 -1.335
O -0.938 -1.442 3.193 -0.2 0.2 -0.1 0.843
C -1.354 -2.745 2.929 0.3 -0.7 -0.9 -0.235
N -2.478 0.479 4.705 1.4 -0.8 0.3 -0.605
H -0.572 1.898 6.032 0.0 -0.5 0.3 0.376
H 0.570 0.564 6.161 0.3 0.0 0.3 0.369
H -1.017 0.413 6.943 -0.2 -0.1 0.3 0.448
H -0.517 0.793 3.983 0.5 0.3 -0.4 -0.493
H -1.240 -1.819 5.215 -0.2 -0.4 0.3 0.573
H 0.405 -1.229 4.658 -0.3 -0.6 0.6 -0.049
H -0.621 -3.545 3.210 -0.4 0.7 0.0 0.122
H -1.480 -2.782 1.835 0.0 -0.2 0.3 -0.094
H -2.313 -2.954 3.389 -0.3 -0.1 0.2 0.121
H -2.612 1.415 5.057 -0.6 0.2 -0.6 0.301
H -2.839 0.271 3.766 0.0 0.6 0.5 0.170
C -5.506 -2.696 3.349 0.5 -0.6 1.6 -1.487
C -5.195 -2.068 2.020 -0.7 0.0 -0.5 1.027
C -6.469 -2.038 1.106 -1.0 0.3 0.7 -0.866
O -7.264 -3.238 0.965 0.6 0.6 0.4 -0.432
C -6.705 -4.285 0.178 -0.3 -0.1 1.4 -0.600
N -4.660 -0.729 2.186 1.3 -0.3 -1.1 0.063
H -6.068 -2.135 4.099 -0.6 0.6 -0.7 0.403
H -4.608 -2.862 3.998 -0.2 -0.3 -1.0 0.243
H -6.048 -3.628 3.180 0.2 -0.1 0.2 0.333
H -4.438 -2.710 1.548 0.1 0.3 -0.1 -0.225
H -6.305 -1.622 0.118 0.7 0.0 -0.3 0.351
H -7.131 -1.270 1.582 0.2 -0.8 -0.2 0.349
H -5.745 -4.630 0.609 -0.2 0.1 -0.3 0.242
H -6.585 -3.995 -0.858 0.1 0.0 -0.3 0.258
H -7.440 -5.101 0.298 0.5 0.2 -0.4 0.298
H -4.406 -0.301 1.282 -0.3 -0.2 0.6 -0.076
H -5.210 -0.126 2.760 -0.5 0.3 0.2 0.283
C -3.464 -3.515 -1.728 1.0 -0.4 -1.5 -1.513
C -2.739 -3.076 -3.074 0.7 -0.5 2.4 0.645
C -3.707 -2.812 -4.158 -0.8 0.7 -0.3 -0.743
O -2.917 -2.297 -5.234 -0.6 -0.3 0.1 -0.255
C -3.654 -1.564 -6.183 0.1 -0.1 -0.5 -0.776
N -1.927 -1.899 -2.706 0.3 -0.1 0.7 0.885
H -2.739 -3.677 -0.919 0.0 0.1 -0.3 0.227
H -3.965 -4.467 -1.905 -0.3 0.1 0.1 0.599
H -4.153 -2.742 -1.427 -0.3 0.2 0.1 0.297
H -2.099 -3.901 -3.464 0.1 0.5 0.6 0.115
H -4.357 -1.993 -3.774 -0.2 -0.5 -0.5 0.247
H -4.292 -3.758 -4.391 0.5 1.1 -0.1 0.280
H -2.959 -0.908 -6.720 -0.2 0.1 0.3 0.232
H -4.493 -1.023 -5.736 0.3 0.3 0.1 0.317
H -4.088 -2.209 -6.941 -0.2 -0.4 -0.2 0.323
H -2.376 -1.276 -2.002 0.0 -0.7 -1.1 -0.858
H -1.528 -1.394 -3.489 -0.4 0.0 0.0 0.069
C -2.742 5.682 1.147 -1.0 -0.4 1.1 -1.560
C -2.092 4.306 1.512 0.1 0.7 -0.9 1.052
C -1.445 4.277 2.901 1.4 0.4 0.0 -0.410
O -0.186 5.022 2.879 -1.0 -0.7 -1.1 -0.332
C 0.294 5.311 4.150 0.6 0.3 0.5 -0.975
N -3.040 3.203 1.386 0.4 -0.2 -0.3 -0.216
H -2.030 6.483 1.040 0.5 0.2 -0.1 0.345
H -3.405 6.028 2.017 0.5 -0.6 -1.3 0.339
H -3.320 5.584 0.189 0.4 0.1 1.0 0.360
H -1.283 4.169 0.734 -0.6 -0.2 0.9 -0.420
H -1.287 3.239 3.279 0.0 0.5 -0.5 -0.150
H -2.038 4.779 3.649 -0.8 0.2 0.3 0.804
H 0.433 4.413 4.737 0.4 -0.5 0.2 0.261
H -0.415 5.899 4.705 -0.5 0.6 0.3 0.428
H 1.251 5.875 4.103 -0.6 -0.5 -0.2 0.284
H -3.953 3.425 1.767 0.1 0.2 0.2 0.264
H -3.194 2.968 0.397 0.0 0.0 0.5 0.268
C 3.608 -0.702 2.685 -0.7 -0.1 1.1 -0.624
C 3.017 -1.730 1.764 -0.5 -0.6 -0.4 0.550
C 2.251 -2.841 2.481 0.2 0.9 1.1 0.317
O 3.147 -3.664 3.233 0.0 0.6 -0.1 -0.444
C 2.432 -4.355 4.229 -0.1 0.1 0.0 -0.610
N 2.075 -1.045 0.845 1.1 -0.3 -0.1 1.458
H 2.744 -0.231 3.214 0.7 -0.2 -0.1 -0.164
H 4.090 0.067 2.096 0.4 0.2 0.0 -0.031
H 4.282 -1.160 3.430 -0.2 0.3 -0.4 0.521
H 3.815 -2.289 1.268 0.3 0.3 -0.5 0.311
H 1.733 -3.492 1.794 -0.4 -0.1 -0.6 0.582
H 1.497 -2.341 3.133 0.3 -0.4 -0.2 -0.943
H 2.106 -3.633 5.013 0.0 -0.7 -0.3 0.192
H 3.049 -5.155 4.645 0.2 0.3 0.1 0.328
H 1.581 -4.856 3.756 -0.3 0.1 0.3 0.234
H 1.707 -1.785 0.243 0.0 0.4 -0.4 -0.656
H 2.621 -0.373 0.242 -0.8 -0.8 0.6 -0.546
C -0.955 1.973 -4.208 1.5 -1.0 -0.8 -1.543
C 0.373 1.949 -3.373 -0.3 -0.3 -0.2 2.199
C 1.374 3.040 -3.857 -1.8 0.0 0.4 -0.579
O 1.903 2.737 -5.092 0.1 1.0 -0.8 -0.491
C 2.715 1.606 -5.066 -0.1 -0.4 -0.5 -0.577
N 0.115 2.202 -1.960 -1.3 -1.6 -0.4 0.234
H -0.640 1.753 -5.256 -0.4 0.5 0.5 0.428
H -1.445 2.925 -4.121 -0.1 0.6 -0.1 0.450
H -1.714 1.208 -3.999 0.4 -0.1 0.5 0.134
H 0.875 0.938 -3.521 -0.8 1.0 0.4 -1.298
H 2.143 3.184 -3.103 0.4 -0.1 0.3 0.203
H 0.811 3.999 -3.919 0.4 -0.5 -0.2 0.395
H 3.568 1.704 -4.386 0.0 0.0 -0.4 0.157
H 2.963 1.395 -6.094 0.7 0.2 -0.3 0.446
H 2.101 0.769 -4.800 0.0 -0.8 0.5 0.260
H -0.889 2.285 -1.789 0.5 0.5 0.1 0.238
H 0.681 2.916 -1.580 0.3 1.1 0.6 -0.493
```
Positions in Å, forces in eV/Å.

* gap between HOMO and LUMO: 8.76 eV

***

Computed, not measured: a cluster of 11 separate species, C37H103F6N9O10P in total in a non-equilibrium geometry, with the ωB97M-V functional and the def2-TZVPD basis.

XYZ file:
```
166
Properties=species:S:1:pos:R:3:forces:R:3:mulliken_charge:R:1
P 0.731 -0.817 0.036 -1.1 -1.1 0.6 1.978
F 0.801 -0.508 1.635 -0.2 0.3 -0.8 -0.244
F -0.949 -0.792 0.159 1.8 -0.2 -0.5 -0.690
F 0.778 0.769 -0.377 -0.1 -1.7 0.1 -0.042
F 0.632 -1.210 -1.553 0.2 0.6 0.7 -0.393
F 2.346 -0.895 0.057 0.2 0.5 -0.8 -0.450
F 0.732 -2.409 0.361 -0.4 0.0 0.1 -0.488
C 3.125 -2.457 2.914 0.3 -0.2 0.2 -0.791
C 4.432 -2.644 3.733 -0.8 0.6 -1.3 0.458
C 4.833 -4.099 3.899 -0.2 -0.5 -1.4 -1.124
O 5.035 -4.619 2.555 0.5 -0.9 1.1 -0.230
C 5.533 -5.967 2.594 -0.6 0.6 0.2 -0.805
N 5.531 -1.856 3.156 0.8 -0.1 1.7 -0.423
H 2.962 -3.300 2.243 -0.2 0.0 0.1 0.531
H 3.106 -1.556 2.303 0.4 0.0 0.0 -0.297
H 2.293 -2.315 3.604 -0.2 -0.4 -0.1 0.267
H 4.147 -2.266 4.718 0.7 0.2 0.2 0.205
H 4.067 -4.689 4.411 -0.4 0.0 -0.1 0.457
H 5.732 -4.255 4.503 0.3 0.4 -0.1 0.499
H 4.949 -6.560 3.302 -0.2 -0.1 0.0 0.314
H 6.569 -6.034 2.934 0.2 0.3 -0.1 0.288
H 5.433 -6.406 1.603 0.0 0.1 0.0 0.235
H 5.683 -1.651 2.181 -1.0 -0.6 -0.2 0.233
H 6.376 -2.295 3.500 0.3 0.4 -0.2 0.230
C -3.267 3.160 6.690 0.9 0.2 0.6 -1.377
C -2.394 3.342 5.408 -1.2 -1.0 1.2 0.304
C -1.572 2.067 5.169 1.4 1.8 -1.5 -0.641
O -0.708 2.319 4.027 -1.4 -0.6 0.5 -0.274
C 0.063 1.170 3.784 1.3 1.0 -0.1 0.352
N -3.299 3.626 4.327 0.0 0.6 -1.1 -0.382
H -3.543 4.087 7.197 0.3 0.3 -0.3 0.377
H -2.710 2.586 7.435 -0.2 -0.2 0.2 0.373
H -4.240 2.710 6.488 0.3 -0.5 -0.2 0.310
H -1.656 4.130 5.558 -0.2 0.2 -0.2 0.329
H -2.173 1.172 5.001 -0.1 -0.1 0.2 0.196
H -0.834 1.990 5.972 -0.5 -0.6 0.7 0.388
H 0.800 1.394 3.014 -0.5 0.2 -0.4 -0.572
H -0.490 0.287 3.470 -0.2 0.0 0.3 -0.254
H 0.731 1.048 4.646 -0.3 -0.9 0.4 0.491
H -3.819 4.481 4.478 0.3 0.3 0.1 0.263
H -4.022 2.924 4.276 0.1 -0.4 -0.1 0.065
C 2.316 3.768 -0.965 -0.8 0.2 -1.1 -0.962
C 0.893 4.153 -0.404 1.4 -1.3 -0.9 0.373
C -0.245 4.220 -1.407 1.1 1.0 -0.1 -0.760
O -1.185 5.013 -0.705 -0.7 -0.2 -0.4 -0.260
C -2.065 5.681 -1.551 -0.6 0.1 -0.3 -0.897
N 0.603 3.229 0.676 0.5 1.0 0.8 -0.489
H 2.635 4.309 -1.863 -0.3 0.3 -0.1 0.667
H 2.268 2.725 -1.279 0.2 -0.1 0.2 -0.324
H 3.142 3.916 -0.270 -0.3 -0.1 0.4 0.365
H 0.968 5.192 -0.078 -0.1 -0.1 0.5 0.263
H -0.611 3.289 -1.849 -0.4 -0.4 0.7 0.123
H 0.141 4.745 -2.290 -0.1 0.5 -0.1 0.559
H -2.873 6.163 -1.000 0.2 -0.1 0.5 0.226
H -2.567 4.987 -2.232 0.1 0.0 -0.3 0.308
H -1.566 6.476 -2.115 0.2 -0.1 -0.3 0.381
H 1.509 3.219 1.133 -0.3 -0.3 0.9 0.179
H 0.559 2.261 0.372 -0.4 0.8 -0.2 0.265
C -4.101 -3.822 -5.243 -0.1 0.1 -0.3 -1.357
C -4.400 -2.790 -4.128 -0.9 -1.6 -0.5 0.389
C -3.926 -3.396 -2.778 0.7 0.7 -0.4 -0.462
O -4.383 -2.675 -1.669 -0.6 1.0 0.7 -0.230
C -3.875 -3.156 -0.452 0.3 -0.5 1.1 -0.148
N -3.814 -1.510 -4.536 0.8 0.2 1.4 -0.528
H -4.562 -4.813 -5.245 -0.5 0.2 0.8 0.406
H -3.038 -4.060 -5.282 0.0 0.6 -0.3 0.165
H -4.490 -3.377 -6.160 0.6 0.0 -0.3 0.382
H -5.479 -2.611 -4.141 -0.2 -0.5 0.6 0.328
H -2.831 -3.393 -2.773 0.2 0.0 -0.1 0.015
H -4.221 -4.439 -2.633 -0.3 -0.1 -0.6 0.326
H -4.148 -4.199 -0.265 0.3 -0.4 -0.5 0.460
H -4.260 -2.705 0.466 -0.8 0.9 -0.7 -0.329
H -2.803 -3.009 -0.296 0.3 -0.2 -0.7 0.060
H -4.331 -1.020 -5.253 -0.3 -0.4 -0.1 0.228
H -3.879 -0.919 -3.712 0.1 0.3 0.0 0.150
C -0.571 -4.081 -4.459 -0.7 0.1 0.8 -1.269
C 0.449 -4.283 -3.359 2.5 -0.9 -1.6 0.144
C 1.742 -3.484 -3.763 -0.3 0.1 2.3 -0.385
O 2.407 -4.035 -4.871 0.8 1.1 -0.3 -0.435
C 3.471 -3.175 -5.355 -0.8 -0.2 0.1 -0.758
N 0.014 -4.092 -2.007 -0.2 0.9 1.1 -0.512
H -1.419 -4.722 -4.212 -0.3 0.4 0.0 0.238
H -0.289 -4.342 -5.478 0.6 0.0 0.2 0.432
H -0.799 -3.013 -4.436 -0.6 -0.1 -0.2 0.186
H 0.759 -5.332 -3.326 0.1 -0.1 -0.7 0.539
H 2.376 -3.451 -2.865 0.6 -0.8 0.1 0.495
H 1.563 -2.403 -3.751 -0.6 0.2 -1.3 0.002
H 4.020 -2.634 -4.581 0.0 -0.5 0.5 0.273
H 3.081 -2.360 -5.968 -0.3 -0.2 -0.3 0.279
H 4.153 -3.804 -5.923 0.0 0.1 0.0 0.349
H 0.546 -4.678 -1.375 -0.1 -0.6 -0.3 0.363
H 0.297 -3.202 -1.607 -0.6 0.5 -0.5 -0.183
C 3.618 1.329 4.022 -0.5 0.5 1.7 -1.642
C 3.969 1.947 2.695 1.8 -1.6 -1.1 0.335
C 5.351 1.461 2.136 0.0 -0.1 0.6 -0.522
O 5.788 2.379 1.168 -0.7 0.7 -0.6 -0.294
C 7.069 2.193 0.634 0.0 -0.3 0.2 -0.871
N 2.983 1.717 1.668 -0.4 0.0 -1.2 0.838
H 2.764 1.890 4.407 -0.2 -0.2 -0.1 0.368
H 4.341 1.447 4.834 0.6 0.5 -0.4 0.571
H 3.392 0.271 4.160 -0.2 -0.1 -1.1 0.065
H 4.076 3.031 2.769 0.0 0.0 0.4 0.253
H 5.285 0.506 1.606 -0.4 -0.4 0.5 0.196
H 6.083 1.365 2.944 0.1 0.0 0.1 0.549
H 7.700 2.897 1.180 0.6 -0.2 -0.4 0.330
H 7.075 2.320 -0.448 -0.2 0.7 0.1 0.224
H 7.439 1.166 0.721 0.0 -0.1 0.6 0.357
H 3.479 1.762 0.784 -0.1 0.8 -0.2 -0.580
H 2.583 0.795 1.532 0.0 -0.3 1.2 -0.362
C -6.997 -1.103 1.790 0.9 -1.8 -0.3 -1.169
C -6.297 -1.146 3.168 -1.8 1.9 -1.1 0.540
C -5.070 -0.225 3.299 1.3 -0.6 -0.4 -0.792
O -3.908 -0.405 2.472 -1.4 -0.5 -0.2 0.171
C -3.099 -1.543 2.655 -0.2 -0.4 0.4 -0.566
N -7.288 -0.495 4.030 -0.6 -0.1 1.7 -0.825
H -8.021 -1.480 1.842 -0.1 0.1 0.5 0.568
H -6.546 -1.900 1.192 0.4 0.7 -0.9 0.036
H -7.069 -0.111 1.348 0.5 -0.1 -0.2 0.216
H -6.263 -2.174 3.529 0.7 0.0 -0.1 0.400
H -4.777 -0.200 4.351 0.0 0.0 0.1 0.255
H -5.358 0.779 2.991 -0.4 0.1 0.2 -0.004
H -3.664 -2.437 2.936 -0.2 0.1 0.5 0.480
H -2.357 -1.280 3.410 0.3 -0.5 0.0 0.182
H -2.646 -1.861 1.716 0.3 0.7 0.0 -0.306
H -7.548 0.438 3.731 0.5 0.2 -0.2 0.262
H -8.151 -1.001 3.875 -0.1 -0.1 0.4 0.287
C 4.988 1.063 -2.009 0.6 0.3 -1.3 -1.029
C 3.958 1.287 -3.118 -1.4 -1.8 1.7 0.393
C 4.490 0.753 -4.456 0.6 0.4 0.6 -0.693
O 5.671 1.503 -4.810 -1.0 -0.3 -0.1 -0.340
C 6.162 1.237 -6.087 0.9 1.3 -0.9 -0.879
N 2.740 0.523 -2.749 -0.5 0.1 -1.3 0.189
H 5.767 1.715 -2.412 0.8 -0.2 1.2 0.501
H 5.298 0.016 -1.981 0.2 0.0 -0.4 0.220
H 4.654 1.238 -0.988 -0.1 0.8 -0.2 0.003
H 3.673 2.339 -3.120 0.1 0.0 -0.4 0.290
H 3.771 0.755 -5.277 -0.2 0.3 0.1 0.527
H 4.775 -0.286 -4.265 0.1 -0.2 -0.1 0.095
H 6.726 0.308 -6.182 -0.1 -0.2 0.1 0.304
H 6.804 2.084 -6.350 0.8 -0.2 0.6 0.319
H 5.523 1.391 -6.964 -1.2 -0.8 0.5 0.331
H 2.853 -0.482 -2.730 0.4 0.0 -0.2 0.041
H 2.336 0.742 -1.849 0.3 0.4 -0.1 -0.583
C -3.901 0.628 -0.849 0.1 0.5 -2.6 -1.085
C -3.427 1.900 -0.208 0.4 -0.4 0.9 1.713
C -4.628 2.655 0.336 0.8 0.2 1.2 -0.470
O -4.364 4.062 0.460 -1.9 -0.3 -1.0 -0.186
C -5.601 4.721 0.777 0.7 -0.2 -0.2 -0.874
N -2.462 1.505 0.842 -0.7 -0.1 0.5 -0.006
H -3.044 0.061 -1.217 0.1 -0.5 0.7 0.251
H -4.308 0.925 -1.825 -0.9 -0.2 0.0 0.692
H -4.620 0.024 -0.297 0.2 0.0 0.2 -0.139
H -2.936 2.592 -0.894 0.1 -0.3 -0.3 -0.293
H -4.802 2.276 1.347 0.0 -0.1 0.4 -0.454
H -5.557 2.412 -0.187 0.1 0.4 -0.6 0.318
H -6.438 4.693 0.069 0.4 -0.8 -0.8 0.338
H -5.405 5.792 0.800 0.2 -0.1 0.9 0.266
H -6.001 4.221 1.662 0.0 0.7 0.6 0.268
H -1.824 0.823 0.448 0.5 0.8 -0.6 0.054
H -2.977 0.801 1.382 -0.1 0.8 0.4 0.105
C -0.521 0.098 -4.302 0.6 -1.5 0.3 -0.016
O -1.360 -0.437 -5.321 0.0 1.1 -0.3 -0.619
H -0.965 0.554 -3.414 -0.6 0.3 -0.3 0.015
H 0.013 -0.764 -3.894 0.4 0.2 0.2 -0.167
H 0.243 0.765 -4.698 -0.3 0.1 -0.3 0.278
H -2.164 -0.849 -4.961 0.2 -0.2 0.2 0.481
```
Positions in Å, forces in eV/Å.

* charge: -1
* gap between HOMO and LUMO: 7.49 eV
* energy above the lowest of the compared OMol25 structures with the same formula, charge and spin: 332.2 kJ/mol

***

no.,LUMO energy (eV)
1,0.2
2,2.3